# 1
Entry from the Open Molecules 2025 dataset: the molecule C7H9NO in a non-equilibrium geometry (ωB97M-V/def2-TZVPD).

XYZ file:
```
18
C7H9NO ωB97M-V/def2-TZVPD
C 0.43161 1.51321 0.04286
C -0.36356 0.67075 -0.97796
C -1.19862 -0.17548 0.83152
C -1.00366 -1.40087 -0.07502
C 1.17732 -0.62859 0.18314
C 2.46378 -0.24993 -0.30356
C 0.28736 0.27112 1.12864
H -0.07210 2.45888 0.19744
H 1.51635 1.55638 -0.10246
H -0.51731 0.98305 -2.04507
H -2.03084 -0.12588 1.59825
H -0.74551 -2.30970 0.46781
H -1.83841 -1.54176 -0.68122
H 1.41871 -1.63562 0.56240
H 3.05170 0.21539 0.61459
H 0.56208 0.52109 2.15153
N 0.10164 -0.82137 -0.86366
O -1.60268 0.70331 -0.21193
```

Values from the calculation:
* LUMO energy: -0.48 eV
* gap between HOMO and LUMO: 8.468 eV
* net charge: 0
* highest occupied orbital energy: -8.95 eV



# 2
Entry from the Open Molecules 2025 dataset: the molecule C7H9NO in a non-equilibrium geometry (ωB97M-V/def2-TZVPD).

XYZ file:
```
18
C7H9NO ωB97M-V/def2-TZVPD
C -0.63928 -3.16682 0.21052
C -0.71382 -2.07117 -0.30613
C -1.73625 1.62571 0.15793
C -0.56234 -0.76214 -0.81301
C 0.29685 0.25629 -0.12687
C 1.19181 1.24834 -0.85029
C 0.97859 -0.24880 1.11255
N -1.03433 0.49085 -0.17205
O -2.84925 2.00986 -0.07807
H -0.69154 -4.22065 0.66103
H -1.08994 2.18230 0.88572
H -0.60777 -0.77845 -1.88258
H 1.51642 2.02857 -0.31926
H 0.36307 1.70125 -1.48209
H 2.11106 0.76593 -1.31828
H 1.95040 -0.31798 0.73932
H 0.60789 -1.13233 1.61913
H 0.90842 0.38924 1.96243
```

Values from the calculation:
* LUMO energy: 0.74 eV
* gap between HOMO and LUMO: 10.415 eV
* net charge: 0
* highest occupied orbital energy: -9.67 eV
* SMILES: C#C[C@H]1N(C=O)C1(C)C



# 3
Entry from the Open Molecules 2025 dataset: a structure of composition C7H9NO in a non-equilibrium geometry (ωB97M-V/def2-TZVPD).

XYZ file:
```
18
C7H9NO ωB97M-V/def2-TZVPD
C 1.01977 -1.57514 1.94139
C 1.06249 1.20244 -0.40035
C -0.09082 -0.94388 1.18105
C -0.05739 0.31678 -0.84717
C -0.36753 -0.88878 -0.27960
C -0.94145 0.80852 -1.90305
N -0.95987 2.03912 -2.19786
C -1.31688 -0.51331 1.41815
O -2.37885 -0.13623 1.75444
H -1.56529 2.26598 -2.98812
H -0.79101 -1.72727 -0.82151
H -1.60210 0.05897 -2.35245
H 1.09284 -2.64038 1.70206
H 0.85834 -1.46223 3.01179
H 1.96534 -1.11332 1.66718
H 0.89953 1.55518 0.62442
H 2.02658 0.67344 -0.46863
H 1.14631 2.08012 -1.04173
```

Values from the calculation:
* LUMO energy: -0.28 eV
* gap between HOMO and LUMO: 8.202 eV
* net charge: 0
* highest occupied orbital energy: -8.49 eV



# 4
Entry from the Open Molecules 2025 dataset: the ion C7H9O2 with charge -1 in a non-equilibrium geometry (ωB97M-V/def2-TZVPD).

XYZ file:
```
18
C7H9O2 ωB97M-V/def2-TZVPD
C -2.34668 -0.78082 0.56616
C -2.32157 0.46809 0.02196
C -1.09274 -1.38450 0.27484
C -0.35734 -0.27597 -0.50048
C -0.12919 -0.56126 -1.96361
C 0.50944 0.67455 1.66306
C 0.80408 0.39029 0.19498
O -2.83807 1.53862 -0.19009
O -0.66467 -2.51136 0.53539
H -3.18542 -1.21365 1.10888
H -0.84638 -1.30057 -2.31884
H 0.88129 -0.95229 -2.15548
H -0.24803 0.34384 -2.56774
H -0.40978 1.24954 1.74992
H 1.32297 1.23148 2.13222
H 0.37264 -0.26408 2.19510
H 1.70909 -0.24085 0.13434
H 1.03836 1.33118 -0.32172
```

Values from the calculation:
* LUMO energy: 4.02 eV
* gap between HOMO and LUMO: 6.763 eV
* net charge: -1
* highest occupied orbital energy: -2.75 eV
* SMILES: CC/C(C)=C(/[O-])C=C=O



# 5
Entry from the Open Molecules 2025 dataset: a structure of composition C7H9O2P in a non-equilibrium geometry (ωB97M-V/def2-TZVPD).

XYZ file:
```
19
C7H9O2P ωB97M-V/def2-TZVPD
C -1.61241 -1.04673 2.99343
C -1.05103 -1.07047 1.91022
C 0.32141 -1.69788 -0.12028
C -0.43608 -0.85105 0.62100
C -0.01365 0.65615 0.29858
C 1.12452 1.12393 1.24249
C -0.67414 0.51598 -2.62011
O 1.86634 1.09712 -1.78076
O 1.00090 -1.19657 -1.15379
P 0.68247 0.35062 -1.40537
H -2.04090 -1.27987 3.98835
H 0.28189 -2.77578 0.03713
H -0.85049 1.24540 0.40082
H 1.88430 0.29077 1.18618
H 0.76056 1.04628 2.26387
H 1.35713 2.21858 0.86898
H 0.03145 0.11999 -3.34939
H -1.54456 -0.21073 -2.55996
H -1.08771 1.46428 -2.82137
```

Values from the calculation:
* LUMO energy: 0.74 eV
* gap between HOMO and LUMO: 9.733 eV
* net charge: 0
* highest occupied orbital energy: -8.99 eV



# 6
Entry from the Open Molecules 2025 dataset: a structure of composition C7H9O2P in a non-equilibrium geometry (ωB97M-V/def2-TZVPD).

XYZ file:
```
19
C7H9O2P ωB97M-V/def2-TZVPD
C -0.25917 0.69385 -0.75462
C 0.85714 1.41410 -0.71831
C 0.75184 -1.19821 0.35709
C -0.36091 -0.54975 0.00028
C -2.67966 1.16714 0.39729
C 2.03545 0.91607 0.06378
C 2.08563 -0.61058 -0.00545
O -3.70838 1.62575 0.40057
O -2.98067 -0.98359 -0.84651
P -2.04537 -1.12440 0.27065
H -1.13039 1.00190 -1.31520
H 0.93534 2.37007 -1.21334
H 0.72642 -2.14632 0.87127
H 2.96147 1.34130 -0.32650
H 1.93386 1.23843 1.10805
H 2.86888 -0.99849 0.64693
H 2.32940 -0.91226 -1.03235
H -1.81347 -2.47367 0.55751
H -2.50740 -0.77135 1.53886
```

Values from the calculation:
* spin multiplicity: 3
* LUMO energy (spin up / spin down): 0.71 / -2.54 eV
* gap between HOMO and LUMO (spin up / spin down): 6.378 / 7.512 eV
* net charge: 0
* expectation value of S²: 2.01
* highest occupied orbital energy (spin up / spin down): -5.67 / -10.06 eV



# 7
Entry from the Open Molecules 2025 dataset: the ion C7H9O3 with charge -1 in a non-equilibrium geometry (ωB97M-V/def2-TZVPD).

XYZ file:
```
19
C7H9O3 ωB97M-V/def2-TZVPD
C 2.24257 -1.41844 -0.64252
C 1.61768 -0.41431 -0.79398
C -0.65792 0.56082 -0.38777
C 1.34685 1.61836 0.53063
C -1.19422 -1.87451 0.69820
C 0.92657 0.79754 -0.64666
C -1.71396 -0.50331 0.16583
O -1.40551 -0.35278 -1.26009
O -1.32270 1.87219 -0.28205
O -2.80412 -0.00754 0.59054
H 2.73901 -2.25693 -1.07432
H 1.73970 0.93558 1.34951
H 2.36591 1.93361 0.28516
H 0.53623 2.29380 0.68553
H -1.88485 -2.56978 0.17789
H -0.13358 -1.93376 0.44259
H -1.25473 -1.66314 1.76480
H 1.10352 1.43215 -1.51437
H -2.24645 1.55047 -0.08892
```

Values from the calculation:
* LUMO energy: 3.80 eV
* gap between HOMO and LUMO: 7.189 eV
* net charge: -1
* highest occupied orbital energy: -3.39 eV
* SMILES: C#C[C@H](C)[C@@]1(O)O[C@]1(C)[O-]



# 8
Entry from the Open Molecules 2025 dataset: a cluster of 12 separate species, C80H182N14O16 in total in a non-equilibrium geometry (ωB97M-V/def2-TZVPD).

XYZ file:
```
292
C80H182N14O16 ωB97M-V/def2-TZVPD
C -1.69663 6.24863 -6.24464
C -2.26627 6.05116 -4.85241
C -3.64227 5.28129 -4.99379
C -4.22675 4.89362 -3.60190
C -3.24334 4.01905 -2.84520
C -1.86656 4.72487 -2.73065
N -1.38357 5.19489 -4.07549
O -0.16190 5.96398 -3.92066
C -2.08082 5.83800 -1.67735
C -0.81691 3.72918 -2.21394
C -2.55774 7.40744 -4.24647
H -1.53705 5.33730 -6.79585
H -0.73409 6.74912 -6.28781
H -2.46343 6.72220 -6.88944
H -4.31892 5.98241 -5.52091
H -3.50937 4.37204 -5.63375
H -5.16293 4.35349 -3.69437
H -4.55496 5.78013 -3.06428
H -3.13469 3.05932 -3.39511
H -3.58466 3.83290 -1.80607
H -3.13730 6.14441 -1.53233
H -1.75042 5.45269 -0.71377
H -1.47948 6.71660 -1.88986
H -0.70023 2.90164 -2.95380
H 0.13564 4.23625 -2.08824
H -1.06406 3.29642 -1.23777
H -3.10138 7.46796 -3.28637
H -3.12498 7.91994 -5.01870
H -1.57735 7.94228 -4.15510
H 0.44220 5.34434 -4.32556
C 6.46812 2.49072 5.90706
C 6.66096 2.80735 4.41699
C 7.80709 1.95859 3.80292
C 7.83880 2.30515 2.37493
C 6.51481 1.86408 1.70177
C 5.27954 2.55327 2.28747
N 5.42685 2.44093 3.70601
O 4.31964 2.98867 4.30189
C 5.16513 4.01923 1.68406
C 4.06212 1.77360 1.82812
C 7.04183 4.28955 4.39428
H 6.04546 1.49883 6.04294
H 5.90390 3.22880 6.47809
H 7.47882 2.55549 6.35268
H 8.65992 2.30555 4.33134
H 7.73303 0.87353 4.05156
H 8.67270 1.79073 1.86647
H 7.94214 3.37939 2.21907
H 6.41009 0.77636 1.68813
H 6.50247 2.13283 0.62844
H 4.28948 4.55746 2.10122
H 6.02885 4.70854 1.76315
H 4.90136 3.95174 0.62168
H 4.02263 0.76627 2.23400
H 3.13519 2.28182 2.12674
H 4.00348 1.70323 0.75059
H 7.41123 4.72956 3.47925
H 7.54298 4.61088 5.34021
H 6.09263 4.83882 4.48508
H 4.21997 3.95418 4.16182
C 1.37333 -1.46285 -1.40506
C 0.60031 -0.23226 -0.73600
C -0.88056 -0.30805 -1.22469
C -1.59164 -1.49783 -0.66268
C -1.64503 -1.49476 0.86817
C -0.19240 -1.39296 1.41073
N 0.58309 -0.25491 0.74575
O 1.92308 -0.21478 1.27304
C -0.30444 -0.95949 2.89974
C 0.55140 -2.67827 1.22136
C 1.13277 1.10489 -1.11856
H 1.61646 -1.18922 -2.43053
H 0.87541 -2.41103 -1.38592
H 2.36351 -1.64272 -0.95875
H -1.26391 0.68387 -0.91513
H -0.77582 -0.28691 -2.31263
H -1.04437 -2.37624 -0.96314
H -2.65767 -1.60785 -0.97575
H -2.07334 -2.41151 1.31873
H -2.22068 -0.64270 1.18395
H -0.92008 -0.04038 3.05620
H -0.82401 -1.73847 3.46327
H 0.65437 -0.77014 3.43394
H 1.53931 -2.54669 1.62984
H 0.04904 -3.46109 1.83155
H 0.67961 -2.97902 0.16395
H 0.68456 1.85706 -0.43807
H 0.84699 1.43882 -2.14803
H 2.23289 1.23159 -1.06237
H 1.93255 0.64993 1.71381
C 0.31532 -2.94764 -8.30364
C 0.08304 -2.07974 -7.03401
C 1.43415 -1.95065 -6.28794
C 1.38939 -0.99866 -5.07528
C 0.84784 0.38115 -5.56158
C -0.42866 0.41037 -6.45331
N -0.17585 -0.64683 -7.49097
O -1.27821 -0.70539 -8.38804
C -1.60998 0.27233 -5.57514
C -0.51079 1.73723 -7.17085
C -0.95217 -2.72388 -6.18130
H -0.67449 -3.27382 -8.73928
H 0.75964 -3.88900 -7.97634
H 0.99301 -2.36860 -8.98460
H 1.80447 -2.94762 -5.97261
H 2.15763 -1.45553 -6.95226
H 2.45376 -0.81221 -4.86752
H 0.86654 -1.50889 -4.28328
H 1.60107 0.95313 -6.09494
H 0.68072 0.99749 -4.67580
H -1.38064 -0.40510 -4.71677
H -1.75749 1.27033 -5.12988
H -2.50420 -0.09602 -6.11860
H -0.63815 2.50191 -6.37038
H 0.41587 1.98652 -7.75072
H -1.37166 1.90380 -7.78248
H -1.95972 -2.58928 -6.59800
H -0.93851 -2.41130 -5.12852
H -0.87324 -3.81133 -6.20189
H -0.94269 -1.14588 -9.19529
C 5.96115 2.53272 -3.37115
C 5.46625 1.43080 -4.24971
C 6.62743 0.99220 -5.19390
C 7.71336 0.27040 -4.44834
C 7.18292 -0.97393 -3.76698
C 6.01897 -0.64547 -2.83321
N 5.02418 0.21809 -3.53860
O 3.97397 0.63748 -2.62985
C 5.26013 -1.96329 -2.52034
C 6.48727 0.09405 -1.58875
C 4.37005 1.92746 -5.21675
H 7.03544 2.48055 -3.05615
H 5.49016 2.56896 -2.39422
H 5.64324 3.48831 -3.86533
H 6.26456 0.40226 -6.01101
H 7.09808 1.92733 -5.55729
H 8.12822 0.95291 -3.69392
H 8.56230 0.09729 -5.10323
H 7.90169 -1.55943 -3.19913
H 6.91272 -1.69874 -4.59480
H 5.86754 -2.68710 -1.95108
H 4.33485 -1.76100 -1.96166
H 4.90282 -2.48147 -3.40993
H 7.06391 -0.55786 -0.93511
H 7.06769 1.01154 -1.76885
H 5.63087 0.46425 -1.00605
H 3.64338 2.57312 -4.73285
H 3.82052 1.09600 -5.71962
H 4.89862 2.43537 -6.03684
H 3.19767 0.24449 -3.05649
C -1.46951 -5.34391 -1.06689
C -0.20787 -5.75146 -1.82515
C -0.16747 -4.90698 -3.12903
C 1.12355 -5.02861 -3.91607
C 2.30168 -4.62705 -2.98766
C 2.37410 -5.37907 -1.66710
N 0.99886 -5.28843 -1.03166
O 1.04156 -5.98120 0.25016
C 2.91810 -6.78642 -1.90422
C 3.37456 -4.71185 -0.73297
C -0.23149 -7.26997 -2.15675
H -1.48104 -5.74087 -0.04840
H -2.39806 -5.59194 -1.60166
H -1.50964 -4.28769 -0.94487
H -1.04639 -5.13199 -3.73460
H -0.31697 -3.86905 -2.82418
H 1.14937 -4.32983 -4.75527
H 1.25212 -5.98037 -4.42543
H 2.25177 -3.52479 -2.92687
H 3.26783 -4.67468 -3.49349
H 2.37124 -7.44186 -2.57347
H 3.92255 -6.69533 -2.40791
H 2.93128 -7.29827 -0.96704
H 4.38103 -4.91901 -1.10528
H 3.16095 -3.63152 -0.63368
H 3.23937 -5.20402 0.27341
H 0.48855 -7.65982 -2.86485
H -1.20842 -7.54249 -2.62608
H -0.35298 -7.89447 -1.27452
H 0.65265 -5.35762 0.86444
C -4.21413 1.03600 -0.51786
O -5.01187 2.17807 -0.89904
C -6.26642 2.08944 -0.30822
C -6.92899 3.44325 -0.31904
N -8.15656 3.32421 0.48286
C -9.06575 4.42130 0.32183
C -10.42170 4.23581 0.92202
O -10.49949 4.02039 2.33135
C -10.08838 5.18570 3.04852
H -4.10699 0.91152 0.54365
H -3.21619 1.18650 -0.89089
H -4.64902 0.12079 -0.91768
H -6.26154 1.77378 0.71187
H -6.90554 1.35621 -0.89281
H -7.21057 3.83213 -1.33707
H -6.30348 4.35614 0.02433
H -7.91228 3.25479 1.46431
H -9.28456 4.38818 -0.75363
H -8.58480 5.38989 0.52862
H -10.89600 3.39236 0.46227
H -11.02476 5.14052 0.77305
H -9.03804 5.24354 3.32460
H -10.65600 5.16596 4.02222
H -10.31726 6.08940 2.44416
C -0.85432 2.94897 1.65874
O -2.07072 3.30451 2.20578
C -2.63627 4.32740 1.37688
C -4.10527 4.54603 1.71095
N -4.28920 5.00223 3.06343
C -5.64145 5.40363 3.34710
C -5.76777 6.14760 4.68858
O -5.98737 5.27017 5.83715
C -4.85957 4.53441 6.29543
H -0.37275 2.30605 2.40535
H -0.23832 3.84947 1.49240
H -0.88713 2.37545 0.70901
H -2.60929 4.01321 0.33537
H -1.98181 5.23382 1.45193
H -4.59712 3.50003 1.58106
H -4.62634 5.22107 1.01183
H -3.91469 4.42238 3.78949
H -6.43218 4.62940 3.29911
H -5.84806 6.11133 2.54835
H -6.69579 6.73127 4.75852
H -4.82213 6.72932 4.86037
H -4.06227 5.07412 6.81702
H -4.43139 3.85187 5.58732
H -5.33761 3.98657 7.10807
C -6.07841 -3.30834 -1.21023
O -6.59998 -2.72822 0.04926
C -5.57788 -2.79886 1.07403
C -6.26696 -2.10919 2.32636
N -6.55124 -0.72756 1.95775
C -6.91623 0.18513 3.05924
C -5.68325 0.71798 3.74871
O -4.90400 -0.28565 4.33143
C -3.88872 0.35350 5.11973
H -5.26200 -3.98316 -1.01410
H -5.81540 -2.47425 -1.88711
H -6.87394 -3.88713 -1.69580
H -4.71109 -2.18698 0.73864
H -5.22117 -3.82819 1.21421
H -5.49208 -2.02639 3.10468
H -7.12718 -2.68464 2.70418
H -7.23742 -0.72437 1.18789
H -7.63464 -0.19209 3.82438
H -7.53053 1.00065 2.58592
H -6.07413 1.35642 4.53421
H -4.99454 1.19607 3.04604
H -4.24926 1.02560 5.95231
H -3.20669 1.01457 4.52550
H -3.35462 -0.47183 5.58006
C 3.77969 -2.45063 4.27034
O 4.11715 -3.63630 3.50810
C 3.14618 -4.63183 3.72720
C 3.18193 -5.33039 5.08356
N 2.24295 -6.41071 5.12366
C 2.15522 -7.05467 6.48612
C 3.47549 -7.58284 7.09448
O 4.29650 -8.13501 6.05968
C 5.33592 -8.89867 6.46238
H 2.76594 -2.16466 4.03412
H 4.55409 -1.72493 4.00101
H 3.75615 -2.68352 5.37030
H 3.33016 -5.41061 3.00041
H 2.12294 -4.30432 3.47386
H 3.01827 -4.58756 5.86403
H 4.21313 -5.63178 5.19129
H 2.59712 -7.16112 4.54511
H 1.37800 -7.79447 6.40029
H 1.87411 -6.21387 7.08774
H 3.35918 -8.34596 7.87808
H 4.02723 -6.76438 7.53637
H 6.12001 -8.31229 7.02661
H 5.86439 -9.20207 5.58178
H 5.12758 -9.81263 7.01571
C -1.06555 -5.21175 3.50778
O -1.86152 -4.89956 2.62050
N -0.04068 -6.05413 3.38638
N -1.09210 -4.54883 4.74658
H 0.51487 -6.28463 4.25587
H 0.10911 -6.60298 2.57121
H -1.98329 -4.20601 5.09557
H -0.36381 -4.42978 5.42764
C 1.27260 -2.61653 7.28532
O 0.95595 -3.81887 7.17546
N 1.73576 -2.02782 8.42803
N 1.19982 -1.56426 6.35268
H 1.81236 -1.00564 8.31038
H 1.54763 -2.53892 9.28257
H 1.16959 -0.63737 6.76708
H 0.89744 -1.57532 5.39513
```

Values from the calculation:
* LUMO energy: 0.13 eV
* gap between HOMO and LUMO: 8.453 eV
* net charge: 0
* highest occupied orbital energy: -8.33 eV
* SMILES: CC1(C)CCCC(C)(C)N1O.CC1(C)CCCC(C)(C)N1O.CC1(C)CCCC(C)(C)N1O.CC1(C)CCCC(C)(C)N1O.CC1(C)CCCC(C)(C)N1O.CC1(C)CCCC(C)(C)N1O.COCCNCCOC.COCCNCCOC.COCCNCCOC.COCCNCCOC.NC(N)=O.NC(N)=O